The following is a DFT calculation (ωB97M-V with the def2-TZVPD basis set) of a 16-piece molecular cluster, C50H142N10O21 overall in a non-equilibrium geometry.

Structure (XYZ):
```
223
Properties=species:S:1:pos:R:3:forces:R:3
C -2.449 2.765 -2.431 0.49 0.38 0.12
C -2.141 4.243 -2.137 0.85 0.30 0.77
C -0.650 4.497 -1.674 -1.65 -0.13 0.00
O -0.432 3.606 -0.630 0.96 -1.78 1.50
C -0.678 4.083 0.685 0.15 0.72 -0.32
N -2.482 5.051 -3.271 -0.37 0.09 -0.54
H -2.754 2.200 -1.550 0.31 0.13 0.10
H -1.530 2.354 -2.850 -0.15 -0.50 -0.18
H -3.277 2.667 -3.134 0.14 0.21 -0.14
H -2.726 4.554 -1.273 -0.33 0.12 -0.02
H -0.503 5.517 -1.317 -0.31 0.43 0.02
H 0.110 4.369 -2.444 -0.13 -0.54 -0.31
H -0.755 3.362 1.499 0.20 -0.97 -0.69
H -1.638 4.597 0.727 0.12 0.54 -0.05
H 0.179 4.695 0.966 -0.23 0.61 0.19
H -1.939 4.694 -4.044 0.00 0.23 -0.45
H -2.254 6.025 -3.130 0.10 0.11 -0.04
C -4.822 0.092 -0.283 -0.62 0.55 0.09
C -4.348 -1.051 0.592 0.40 1.99 -1.00
C -4.202 -0.640 2.078 0.08 -0.47 -1.08
O -3.617 -1.800 2.669 -0.87 -0.37 -1.03
C -3.100 -1.634 3.920 0.72 1.15 1.62
N -5.154 -2.227 0.335 0.53 0.39 1.50
H -4.176 0.969 -0.243 0.02 -0.06 0.11
H -5.825 0.383 0.027 -0.20 0.18 0.11
H -4.936 -0.184 -1.331 0.27 -0.37 0.03
H -3.304 -1.126 0.288 0.43 -0.81 -0.10
H -5.099 -0.257 2.565 -0.50 -0.67 0.22
H -3.526 0.210 2.162 0.36 0.02 -0.21
H -2.884 -2.550 4.469 -0.13 -0.23 -0.50
H -3.774 -1.048 4.545 -0.24 0.10 0.26
H -2.170 -1.069 3.853 0.36 0.13 0.15
H -4.868 -2.767 1.139 -0.75 -1.11 -0.39
H -4.792 -2.701 -0.480 0.14 -0.01 -0.25
C 3.567 1.313 -0.570 2.03 0.20 -1.00
C 3.352 1.486 -2.102 -1.59 -0.10 0.55
C 3.726 0.286 -2.985 -0.63 0.66 1.26
O 5.100 0.199 -3.077 2.17 1.10 -1.78
C 5.697 1.098 -4.108 0.19 -1.19 0.78
N 1.916 1.773 -2.208 -0.38 -0.04 -0.41
H 3.546 2.325 -0.164 -0.18 -0.14 0.41
H 4.561 0.908 -0.385 0.32 0.09 0.16
H 2.889 0.643 -0.041 -0.50 0.14 -0.47
H 3.834 2.357 -2.547 0.48 0.14 0.54
H 3.271 0.332 -3.974 -0.36 0.03 0.02
H 3.388 -0.579 -2.413 -0.12 -0.50 -0.37
H 5.480 2.163 -4.028 -0.31 -0.06 0.53
H 5.473 0.814 -5.136 -0.60 -0.37 0.06
H 6.775 0.963 -4.025 -0.08 0.04 0.32
H 1.449 1.026 -1.714 -0.35 -0.56 -0.17
H 1.709 2.543 -1.587 -0.08 0.56 -0.04
C 3.264 5.029 0.985 -0.52 -0.53 0.40
C 3.997 5.356 -0.281 0.31 0.16 -0.76
C 3.003 5.780 -1.408 0.55 1.28 0.63
O 3.665 5.918 -2.647 0.18 -0.24 -0.26
C 2.951 6.667 -3.644 0.80 -0.70 0.72
N 4.942 6.434 0.011 -0.19 1.02 -0.59
H 3.902 4.676 1.796 0.33 -0.12 -0.17
H 2.523 4.250 0.804 -0.17 -0.06 0.12
H 2.779 5.909 1.406 -0.17 0.13 -0.27
H 4.616 4.548 -0.669 -0.51 -0.80 -0.02
H 2.654 6.778 -1.142 -0.13 0.39 0.39
H 2.078 5.207 -1.465 0.19 -0.78 -0.05
H 2.040 6.132 -3.911 -0.17 0.16 -0.16
H 3.640 6.716 -4.488 -0.27 0.01 -0.06
H 2.748 7.680 -3.296 -0.20 0.07 0.09
H 5.284 6.770 -0.878 0.07 0.29 -0.22
H 5.778 6.126 0.488 -0.14 -0.40 0.26
C 1.459 1.977 -7.381 0.10 -0.53 -1.27
C 2.065 1.879 -6.007 -0.54 -0.17 0.52
C 2.881 3.147 -5.632 -0.01 -1.05 -0.73
O 3.904 3.430 -6.647 -0.33 1.09 1.02
C 4.668 4.626 -6.333 -0.02 -0.29 -0.04
N 0.939 1.599 -5.073 0.53 1.18 -0.03
H 2.212 1.720 -8.127 -0.01 0.23 -0.24
H 0.981 2.912 -7.670 0.51 0.53 0.47
H 0.617 1.304 -7.543 0.19 -0.57 0.41
H 2.742 1.033 -5.890 0.41 -0.13 -0.78
H 3.404 2.926 -4.701 -0.13 0.42 0.30
H 2.106 3.906 -5.527 0.41 0.69 0.06
H 5.558 4.747 -6.951 -0.13 -0.79 -0.43
H 5.061 4.655 -5.316 -0.28 -0.39 0.37
H 4.158 5.577 -6.486 -0.77 -0.18 -0.03
H 1.245 1.716 -4.118 0.07 0.20 0.47
H 0.676 0.626 -5.134 0.09 -0.05 -0.47
C -3.254 -5.105 1.696 -0.05 -0.16 1.32
C -4.289 -5.342 2.849 0.12 1.70 -0.14
C -3.739 -5.403 4.309 0.73 -2.25 -1.08
O -3.096 -6.733 4.385 -0.69 0.99 -1.03
C -3.005 -7.350 5.623 0.11 0.82 1.06
N -5.244 -4.180 2.823 -0.05 -1.82 -0.21
H -2.446 -5.831 1.788 0.27 0.29 0.42
H -2.957 -4.067 1.848 0.73 -0.06 -0.29
H -3.546 -5.226 0.653 -0.94 0.10 0.25
H -4.737 -6.320 2.678 -0.62 0.25 0.09
H -4.585 -5.344 4.993 -0.20 -0.32 0.09
H -3.061 -4.607 4.618 0.35 -0.02 -0.32
H -2.875 -8.431 5.570 0.18 0.10 -0.49
H -3.889 -7.179 6.237 -0.34 0.04 0.05
H -2.175 -6.885 6.156 0.29 -0.31 0.44
H -4.754 -3.298 2.796 0.23 -0.10 0.29
H -5.802 -4.214 3.664 -0.25 0.17 -0.02
C 3.622 -3.048 0.449 -2.14 0.36 -1.30
C 3.505 -3.711 1.786 1.34 -0.35 0.47
C 2.645 -4.998 1.924 0.65 1.50 -0.57
O 1.291 -4.716 1.734 0.00 -0.12 0.05
C 0.492 -5.849 1.470 -1.54 0.65 -0.25
N 4.872 -4.073 2.214 -0.30 -0.33 0.56
H 2.611 -2.733 0.188 -0.46 0.25 0.00
H 3.810 -3.675 -0.422 0.82 -0.37 0.27
H 4.172 -2.109 0.391 0.50 -0.41 0.40
H 3.174 -2.937 2.479 -0.27 -0.10 0.11
H 2.827 -5.372 2.932 0.02 -0.43 0.13
H 3.022 -5.695 1.175 -0.05 -0.41 -0.05
H 0.780 -6.389 0.568 0.50 -0.24 0.19
H -0.481 -5.413 1.243 -0.04 -0.07 -0.05
H 0.278 -6.507 2.312 0.67 -0.13 0.23
H 5.106 -4.949 1.770 0.38 -0.12 -0.76
H 4.772 -4.422 3.157 0.28 0.29 0.70
C -0.722 -6.129 -1.819 1.01 -0.16 -1.84
C 0.788 -5.940 -2.309 -1.53 -0.88 1.10
C 1.009 -5.948 -3.792 -1.26 -1.17 -1.00
O 0.684 -7.287 -4.283 -0.64 1.50 1.60
C 0.837 -7.548 -5.656 1.01 0.78 0.79
N 1.204 -4.681 -1.785 0.57 1.08 0.54
H -1.022 -7.139 -2.097 -0.12 -0.07 0.44
H -1.361 -5.464 -2.400 0.03 0.20 -0.03
H -0.896 -5.882 -0.772 0.30 -0.28 -0.15
H 1.388 -6.708 -1.822 0.02 -0.66 -0.34
H 1.984 -5.555 -4.080 0.79 -0.73 0.12
H 0.382 -5.174 -4.234 -0.76 -0.17 -0.23
H 1.918 -7.435 -5.732 0.23 -0.59 -1.28
H 0.359 -6.810 -6.301 -0.28 0.02 -0.04
H 0.449 -8.552 -5.826 0.27 0.14 -0.17
H 1.176 -4.827 -0.786 0.06 0.73 0.35
H 2.174 -4.518 -2.014 0.32 0.15 -0.02
C -1.095 -0.570 -4.031 -0.27 -1.20 -0.25
C -0.651 -2.050 -3.983 1.32 1.06 -0.16
C 0.844 -2.143 -4.425 -1.76 0.47 -0.91
O 0.817 -1.636 -5.759 1.33 -0.59 0.28
C 2.082 -1.770 -6.400 -0.95 0.48 -1.01
N -0.784 -2.557 -2.654 -0.43 -0.16 0.73
H -1.025 -0.318 -5.089 -0.11 0.71 0.32
H -0.513 0.051 -3.350 0.36 0.08 -0.29
H -2.123 -0.465 -3.686 -0.19 -0.15 -0.14
H -1.254 -2.588 -4.714 0.02 -0.32 0.01
H 1.234 -3.161 -4.412 -0.10 -0.24 0.02
H 1.477 -1.532 -3.781 0.09 0.25 0.16
H 1.950 -1.176 -7.305 0.55 0.50 0.13
H 2.281 -2.752 -6.829 -0.10 -0.59 0.62
H 2.910 -1.445 -5.771 0.04 0.13 -0.04
H -0.074 -3.252 -2.470 -0.07 -0.75 0.03
H -0.475 -1.820 -2.036 -0.25 0.36 0.42
C 0.072 6.150 4.290 -0.74 -0.42 0.73
C 0.463 4.959 5.203 -0.95 1.14 -0.72
C -0.693 3.917 5.186 0.17 0.33 -1.23
O -1.908 4.386 5.766 0.45 -0.64 -0.65
C -1.868 4.503 7.137 0.45 1.03 1.74
N 1.751 4.508 4.655 -0.39 -1.15 0.63
H -0.911 6.555 4.529 -0.03 0.02 0.30
H -0.039 5.742 3.285 0.43 0.23 -0.18
H 0.788 6.969 4.360 0.12 -0.15 -0.27
H 0.551 5.275 6.243 0.16 0.22 0.16
H -0.378 2.939 5.549 0.00 -0.08 0.63
H -1.005 3.731 4.158 0.29 0.02 -0.29
H -1.261 3.765 7.663 -0.11 -0.69 -0.23
H -2.855 4.557 7.597 -0.20 -0.38 -0.43
H -1.396 5.434 7.452 0.13 0.44 -0.10
H 2.021 3.686 5.176 0.24 -0.63 0.07
H 2.473 5.152 4.945 0.04 0.50 -0.28
O 1.512 -3.306 4.410 0.24 0.05 -0.01
H 1.429 -3.835 3.616 -0.42 -0.15 -0.60
H 2.408 -3.462 4.709 0.17 0.03 0.31
C -0.899 0.102 1.431 1.68 -0.69 0.77
C -0.454 0.333 0.016 -0.42 0.72 0.05
O 0.359 -0.680 -0.585 -0.35 0.34 -0.23
O 0.245 -0.110 2.313 -1.19 -0.91 -0.61
H -1.521 -0.792 1.404 0.17 -0.22 0.57
H -1.491 0.919 1.844 -0.14 0.23 -0.42
H 0.020 1.309 -0.092 0.32 -0.02 0.05
H -1.406 0.432 -0.507 0.03 -0.24 -0.69
H 0.754 -1.294 0.038 -0.15 0.21 0.61
H 0.687 0.734 2.430 0.17 0.59 0.09
C -4.629 4.034 1.542 -1.01 -1.43 -0.57
C -4.247 3.394 2.886 0.60 0.94 -0.51
O -5.241 2.625 3.439 -1.92 -1.40 0.17
O -4.862 3.082 0.458 1.17 0.47 0.49
H -3.784 4.628 1.196 -0.22 0.20 0.08
H -5.565 4.591 1.579 0.29 0.56 0.56
H -4.075 4.149 3.653 0.88 0.65 -0.52
H -3.373 2.764 2.720 0.52 0.15 -0.06
H -5.070 2.539 4.380 -0.09 -0.08 -0.05
H -5.696 2.610 0.516 -0.11 0.15 0.50
C -0.916 -0.203 6.977 -1.14 0.91 0.25
C 0.057 -1.021 6.173 0.07 -1.08 -0.16
O -0.256 -2.455 6.201 -0.18 2.04 0.83
O -0.743 -0.206 8.398 0.54 -0.96 -0.10
H -1.922 -0.504 6.686 -0.24 -0.55 0.23
H -0.938 0.858 6.728 0.68 0.14 -0.81
H 1.079 -0.792 6.476 0.26 -0.38 0.55
H 0.055 -0.709 5.128 -0.49 0.29 -0.16
H 0.203 -2.823 5.442 0.29 -0.24 -0.15
H -1.237 0.516 8.794 -0.09 -0.03 -0.23
C 3.093 0.849 4.522 -0.09 0.16 -0.93
C 3.102 1.468 3.082 -1.59 0.25 1.52
O 1.765 2.104 2.893 1.44 -1.62 -0.85
O 3.389 1.855 5.450 0.62 1.06 0.48
H 3.760 -0.011 4.573 0.53 0.08 0.05
H 2.113 0.464 4.804 -0.30 -0.14 -0.84
H 3.361 0.657 2.402 -1.01 0.04 -0.45
H 3.844 2.236 2.861 0.24 0.00 0.70
H 1.793 2.988 3.266 0.17 0.64 0.25
H 3.157 1.596 6.345 -0.01 -0.25 -0.01
C -4.128 -2.923 -3.605 -0.73 0.15 0.58
C -5.579 -2.455 -3.498 -1.28 0.51 -1.12
O -6.518 -2.834 -4.553 0.71 -0.85 0.38
O -3.624 -2.807 -2.269 -0.59 0.16 -0.73
H -3.583 -2.267 -4.285 0.16 -0.02 -0.12
H -4.006 -3.960 -3.917 -0.39 -0.07 -0.34
H -5.680 -1.371 -3.560 0.79 0.21 0.81
H -5.988 -2.785 -2.543 -0.03 -0.13 -0.10
H -6.633 -2.098 -5.157 0.17 -0.03 0.11
H -2.677 -2.754 -2.417 1.25 0.00 0.64
```
Positions in Å, forces in eV/Å.

## Properties
HOMO (eV): -8.511
E (eV): -112040.4696
Net charge: 0
LUMO level (eV): 0.10

These are the Mulliken partial charges, in e, on atoms 1 to 6:
1 C -0.4052
2 C 0.6626
3 C -1.4531
4 O 0.8307
5 C -0.6516
6 N -0.7574